Below is the molecule C5H6N2O in a non-equilibrium geometry, with properties calculated with ωB97M-V with the def2-TZVPD basis set.

Bonds (Å) are listed after each position.
Cartesian coordinates (Å):
1 C 0.99550 2.55716 0.65318  C2 1.421, H6 1.118, H7 1.135, H8 1.095
2 C 0.58370 1.26968 0.21384  C1 1.421, C3 1.380, N13 1.400
3 C -0.19976 0.31691 0.83298  C2 1.380, C4 1.433, H9 1.069
4 C -0.20514 -0.67604 -0.19980  C3 1.433, C5 1.344, N12 1.449
5 C -0.79116 -1.88476 -0.25587  C4 1.344, H10 1.056, O14 1.331
6 H 2.05736 2.59791 1.00054  C1 1.118
7 H 0.88348 3.35867 -0.14288  C1 1.135
8 H 0.35173 2.85660 1.48735  C1 1.095
9 H -0.53672 0.19176 1.83997  C3 1.069
10 H -0.94155 -2.34838 -1.19293  C5 1.056
11 H -1.78447 -1.88149 1.44872  O14 0.958
12 N 0.60023 -0.26384 -1.33111  C4 1.449, N13 1.255
13 N 1.00855 0.89248 -1.06528  C2 1.400, N12 1.255
14 O -1.69877 -2.33416 0.60850  C5 1.331, H11 0.958

Computed properties:
M: 110.116 g mol⁻¹
F_max: 0.0662 Eh/bohr
structure (SMILES): CC1=C/C(=C\O)N=N1
DFT total energy: -10307.5333 eV
HOMO-LUMO gap: 8.541 eV


Below is a cluster of 2 separate species, C6H15N2 in total in a non-equilibrium geometry, with properties calculated with ωB97M-V with the def2-TZVPD basis set.

Bonds (Å) are listed after each position.
Cartesian coordinates (Å):
1 C -0.32386 -2.57604 -0.35942  N4 1.451, H5 1.076, H6 1.126, H7 1.100
2 N 0.51646 0.08669 -2.74179  C3 1.377, H8 1.000, H9 0.988
3 C -0.17969 -0.82440 -1.97959  N2 1.377, N4 1.284, H10 1.093
4 N 0.41031 -1.60150 -1.14485  C1 1.451, C3 1.284, H11 1.045
5 H 0.21268 -3.50800 -0.31407  C1 1.076
6 H -1.32957 -2.70251 -0.84903  C1 1.126
7 H -0.32245 -2.23181 0.68569  C1 1.100
8 H 1.38106 0.46038 -2.40508  N2 1.000
9 H -0.03874 0.82687 -3.08925  N2 0.988
10 H -1.25243 -0.85179 -2.18843  C3 1.093
11 H 1.43808 -1.47034 -1.01013  N4 1.045
12 C 0.57707 1.04197 1.37887  C13 1.364, C15 1.512, H16 1.097
13 C -0.71933 1.31963 1.06041  C12 1.364, C14 1.526, H17 1.117
14 C -1.87241 0.60121 1.75581  C13 1.526, H18 1.110, H19 1.097, H20 1.107
15 C 1.79142 1.77934 0.86166  C12 1.512, H21 1.106, H22 1.107, H23 1.080
16 H 0.78778 0.13811 1.96433  C12 1.097
17 H -0.92872 2.22743 0.44373  C13 1.117
18 H -2.66616 1.32953 2.02143  C14 1.110
19 H -2.32264 -0.08740 1.02987  C14 1.097
20 H -1.48786 0.07630 2.65161  C14 1.107
21 H 1.58632 2.84262 0.63632  C15 1.106
22 H 2.20620 1.31181 -0.05163  C15 1.107
23 H 2.53646 1.81189 1.64352  C15 1.080

Computed properties:
M: 115.200 g mol⁻¹
F_max: 0.0585 Eh/bohr
charge: +1
DFT total energy: -9438.2974 eV
HOMO-LUMO gap: 8.646 eV